Below is a 11-piece molecular cluster, C52H116N4O7 overall in a non-equilibrium geometry, with properties calculated with wB97M-V/def2-TZVPD.

```
179
Properties=species:S:1:pos:R:3:forces:R:3:mulliken_charge:R:1
H -4.34294 -4.00513 1.93450 0.6 0.0 -0.5 0.24
H -4.02050 5.63477 6.02887 0.0 -0.2 0.1 0.30
H -3.23661 -2.45123 5.47107 0.1 -0.3 -0.1 0.38
H -9.25752 2.32449 -1.56241 -0.4 -0.2 0.3 0.39
H 3.64818 1.98807 -6.14628 0.1 -0.3 0.3 0.28
H -0.71547 -7.66548 -6.27344 -0.1 -0.1 -0.3 0.31
C 5.36259 1.73432 -8.65969 -1.1 0.4 0.5 -0.41
C -3.78124 -4.42160 2.77065 -0.3 -0.1 -1.0 -0.98
H 1.23917 -1.39630 9.66397 -0.1 0.0 0.2 0.34
H 6.53348 1.03658 4.31593 0.0 -0.2 0.1 0.27
C -8.12081 -3.10329 -5.34683 -0.2 0.2 -0.1 -0.52
H -1.04511 -0.16583 -1.95689 -0.5 0.3 0.0 0.27
H -7.54449 -2.10073 2.13759 0.2 0.0 -0.4 0.42
H 4.16720 3.99476 5.03207 0.4 -0.8 0.7 0.30
H -9.41557 5.06818 3.10935 0.1 -0.1 0.4 0.40
H -0.14367 -5.42644 -5.60899 0.0 0.4 0.2 0.20
H 2.92861 5.24061 -2.23175 -0.3 -0.1 0.5 0.30
C 3.08793 2.19776 -8.21470 0.1 0.3 0.3 -0.61
C 10.90366 -1.20632 -0.45022 -0.5 0.5 -0.6 -0.51
H -5.13889 -3.22218 -4.21284 0.1 -0.2 -0.5 0.23
H -1.60987 4.83032 3.46286 0.0 0.0 0.1 0.25
O -2.06758 5.65614 5.31437 1.2 -0.8 -0.5 -0.40
H 11.12720 -2.26865 -0.35233 -0.1 -0.4 -0.2 0.30
H 2.58057 -1.86333 7.62508 0.5 -1.0 -0.9 0.30
H 6.38312 2.11613 -8.63058 0.1 -0.3 0.5 0.27
H 1.11602 -0.05195 1.28338 0.1 0.4 0.0 0.30
C -4.61148 -4.08897 3.97193 -0.1 -0.2 0.9 -0.72
H 12.92520 0.51332 -0.55315 -0.2 0.0 -0.3 0.40
C -3.96294 -0.48855 5.14196 0.1 -1.0 -1.1 -1.29
H -12.48946 1.51131 -0.55936 0.1 0.1 -0.5 0.35
H -7.82659 -2.81598 -3.25390 0.2 0.2 0.2 0.28
C 0.13134 6.75023 -2.24212 0.9 -0.3 0.5 -0.38
C 0.66477 6.58133 -3.64375 -0.9 0.0 0.1 -0.45
H -6.90909 3.57933 -0.08718 0.0 -0.4 0.4 0.30
H 11.66451 -2.13488 2.00570 0.3 -0.4 -0.3 0.32
C 0.83359 -7.45090 -3.99236 -0.3 0.4 -0.9 -0.78
H 3.67160 3.53255 3.46709 0.0 -0.1 -0.4 0.23
O 0.92903 -0.22295 -1.93977 0.7 -0.4 -2.0 -0.41
H 5.28762 1.05181 -9.50625 -0.1 0.0 -0.1 0.27
H 14.89708 -1.04813 -0.12099 0.1 0.0 0.5 0.38
H 4.23662 3.30148 -9.72712 0.1 0.1 0.1 0.33
H -3.82419 5.49495 3.18411 -0.5 0.2 0.1 0.24
C -9.45564 4.41987 1.08285 0.9 -1.4 1.6 -0.53
H 2.00455 -4.83395 -3.96405 0.1 0.5 0.1 0.29
H 12.87502 -0.38250 3.19930 0.0 0.4 -0.1 0.29
O 1.36581 -3.66215 7.32816 0.1 -0.1 -0.2 -0.40
C -3.19751 6.35417 3.42310 0.8 -0.7 -1.7 -0.55
H 5.45176 0.64330 2.94488 -0.2 -0.2 0.3 0.25
H -3.07972 8.11911 4.56081 -0.1 0.1 0.1 0.26
N -4.88858 -2.67572 4.21999 0.6 0.7 0.3 0.04
H -7.75919 -2.45758 3.74598 0.6 -0.2 0.6 0.32
H -6.95326 -5.49949 -5.24560 0.0 -0.2 0.3 0.27
H -0.82298 -6.08696 -3.66617 -0.2 -0.2 0.0 0.24
C -7.24076 -2.74202 -4.17010 -0.3 0.0 0.3 -0.33
H 0.55379 5.53957 -3.94462 -0.1 0.0 -0.1 0.23
H 0.44224 1.75635 -0.20381 -0.2 0.2 0.5 0.21
H -8.44871 4.79066 0.89126 -0.1 0.1 -0.4 0.34
H -5.57435 -4.59387 3.89422 0.0 -0.1 0.0 0.35
H -7.34934 1.78039 -0.13946 -0.1 0.4 0.6 0.25
C 12.95007 -0.11964 0.33389 -0.6 -0.1 -1.4 -0.80
H -2.92724 6.98239 6.52732 -0.3 -0.3 0.6 0.25
H 2.27801 2.86149 -7.91207 0.1 0.1 0.0 0.34
H 0.27891 -8.17376 -4.59061 -0.1 -0.2 0.3 0.34
C -8.91650 3.11343 -0.89204 1.2 -1.2 0.7 -0.53
H 2.39855 0.23431 -0.67259 0.3 0.4 0.4 0.20
H -6.83520 2.60988 -1.52276 -0.2 0.3 -0.4 0.43
H 0.15985 7.22261 -4.36617 0.2 0.0 -0.1 0.32
C -3.64236 7.18563 4.57327 -0.8 0.1 -0.4 -0.48
H -2.75390 -4.05823 2.79615 -0.1 0.2 0.0 0.26
H -10.18120 5.20848 0.88347 -0.2 -0.1 -0.6 0.35
H -0.68845 -7.41056 -2.45116 -0.1 0.2 0.0 0.39
H 11.38222 -0.84854 -1.36185 -0.1 -0.2 -0.3 0.42
H -6.07137 -4.39371 -3.35083 0.0 -0.1 0.0 0.28
H 7.38288 2.69438 2.68467 0.0 -0.5 -0.2 0.31
H 0.94604 -1.57762 7.30010 -0.7 -0.3 -0.1 0.26
C 0.00324 -7.12938 -6.89324 0.4 0.7 0.4 -1.31
H -0.66191 -2.88861 9.17223 0.1 0.6 0.2 0.21
C 0.49834 -4.33180 8.26740 0.1 -0.1 0.4 -0.37
C 4.35486 2.89370 -8.72320 0.0 -0.7 -0.3 -0.52
N 11.53568 -0.47723 0.61302 0.6 0.5 1.6 0.07
H -0.75122 6.15908 -1.99773 -0.1 0.2 -0.1 0.25
O 4.70862 1.97019 4.36117 -1.8 0.2 1.6 -0.42
H 0.02544 -1.16244 0.66362 -0.3 -0.2 -0.7 0.24
C 2.51284 -5.71242 -4.36158 -0.3 -0.3 -1.0 -0.50
H 5.80362 2.59533 1.85229 0.2 0.2 -0.2 0.25
H -9.02544 4.01397 -1.49641 0.0 0.5 0.3 0.31
H 0.71267 -7.83700 -7.32231 0.2 0.0 0.3 0.32
C -6.39663 -4.59208 -5.47986 -0.4 0.6 -0.6 -0.39
C 0.61808 -0.30412 0.34712 0.4 -0.4 1.1 -0.51
C 4.48434 3.39353 4.18000 1.3 -0.4 -1.7 -0.40
C 0.29089 -3.36740 9.39812 -0.9 0.6 0.5 -0.58
H 4.37992 -4.70659 -4.85611 0.3 -0.3 0.2 0.40
H 2.68283 1.54496 -8.98790 0.1 -0.1 -0.1 0.27
C 2.50755 6.23661 -2.09476 -2.4 1.0 -0.6 -0.33
H 0.40013 -5.99569 -2.43613 0.0 -0.1 0.2 0.27
C -1.86418 5.79541 3.90106 -0.7 0.2 0.1 -0.37
C -7.04420 -2.63803 2.94328 0.0 0.4 -0.7 -1.37
H 11.40454 0.68909 2.99089 0.7 0.4 -0.3 0.35
H 10.20593 -1.24221 2.02836 -0.1 0.1 -0.1 0.32
H 3.23885 -4.59077 -6.09741 -0.2 -0.2 -0.2 0.33
H -4.31288 0.07703 4.27838 0.1 0.5 0.3 0.32
C 6.30314 2.63249 2.82038 0.2 -1.2 -0.3 -0.51
C 2.10667 6.87207 -3.39168 1.6 0.1 -2.0 -0.66
N -9.65253 3.11134 0.41449 -0.3 1.7 -1.7 0.13
H 13.60456 -1.87256 -0.87940 -0.5 0.0 0.2 0.26
H -5.79484 -0.98580 3.30429 0.3 0.0 0.3 0.34
H 1.28908 -5.38087 -6.65235 0.0 0.0 0.2 0.34
C -9.46980 4.11246 2.58806 0.0 0.5 -0.2 -1.15
C -3.68101 -1.91762 4.63092 -1.0 -0.1 0.7 -0.38
H 0.11448 -3.84500 10.36190 0.5 0.0 0.1 0.37
H 2.30602 7.94158 -3.32448 -0.1 0.1 -0.2 0.29
C 13.85757 -1.33644 0.03529 -0.3 0.8 0.7 -0.93
H 2.37523 -2.73537 9.71916 -0.1 -0.2 0.0 0.26
H -3.73431 -5.49733 2.60123 0.0 -0.1 0.1 0.41
H -1.08703 6.51041 3.63101 0.4 0.0 0.5 0.26
H -10.37058 3.58523 2.90230 -0.1 0.1 -0.1 0.28
O 4.96185 1.03863 -7.45448 1.1 -0.3 0.1 -0.40
H 0.88523 -5.25870 8.69081 0.8 -0.1 -0.6 0.27
H 3.03363 0.46398 -6.96546 0.2 -0.1 0.6 0.26
H -0.42740 1.46573 -2.28183 0.8 -0.1 -0.5 0.28
C 1.64277 -0.54717 -0.75118 -0.1 2.0 0.0 -0.36
H 13.33343 0.58826 1.06874 0.0 -0.6 0.5 0.41
H 2.28812 -1.42253 -0.82441 -1.0 -0.7 -0.1 0.32
C 1.44886 -2.38755 9.26203 -0.7 0.4 0.5 -0.52
H 0.04717 7.78602 -1.91325 -0.6 0.3 -0.5 0.25
C -11.09685 2.99478 0.20074 0.2 -1.2 -0.2 -0.62
H 13.69741 -1.93759 0.93030 0.7 -0.7 -0.3 0.27
C -0.17557 0.85894 -0.23679 -0.2 0.1 -0.4 -0.45
C -3.23030 6.31817 5.71797 0.2 1.1 1.0 -0.41
H -4.71588 7.37152 4.54006 0.1 0.3 0.1 0.30
H 1.60793 -8.01063 -3.46777 -0.1 0.1 0.3 0.43
H -8.59950 -2.22550 -5.78090 0.4 0.0 -0.4 0.31
H -10.78437 0.96668 -0.79889 0.0 0.5 -0.3 0.29
H -6.89305 -1.71746 -4.30233 0.1 -0.1 0.2 0.23
H -4.72157 -0.45732 5.92403 0.2 0.0 0.1 0.32
C 1.59895 -2.31574 7.76592 0.2 0.2 0.7 -0.40
H 2.73128 6.43376 -4.17003 0.1 0.4 -0.4 0.34
H -2.91781 -1.84479 3.85610 0.1 -0.1 -0.4 0.26
H 8.97540 -1.51751 -1.43360 0.0 -0.2 0.2 0.38
C 11.28343 -1.11716 1.92126 -0.3 0.0 0.4 -0.30
H 6.54846 4.02372 4.40170 0.0 0.0 0.1 0.28
H -5.58460 -4.87645 -6.14906 0.2 0.2 0.3 0.25
C 9.37041 -0.98299 -0.56967 0.6 0.0 0.4 -1.25
H -2.97898 -0.13479 5.44977 -0.3 0.5 0.3 0.41
H -11.61742 3.11922 1.15027 0.2 0.5 0.1 0.35
O 1.18015 6.23123 -1.44075 1.8 -1.2 1.7 -0.39
H 3.23029 6.95308 -1.70435 -0.1 -0.5 1.1 0.22
H -8.96690 -3.73522 -5.07682 0.0 -0.5 0.2 0.28
H -4.11520 -4.54275 4.82978 -0.1 0.3 0.5 0.41
C -5.62571 -2.04745 3.12433 -0.9 -0.3 0.5 -0.33
H 2.92140 -6.22853 -3.49279 0.2 -0.1 -0.1 0.43
H -11.49542 3.74554 -0.48161 0.1 0.2 -0.3 0.39
H -1.17845 1.03572 0.15188 0.2 0.1 0.4 0.33
H 4.05249 -6.14928 -5.89603 0.0 0.0 0.2 0.31
H 9.08360 0.06173 -0.68966 0.4 0.1 -0.1 0.31
H -0.48663 -4.59288 7.88038 0.2 0.1 -0.8 0.25
H -7.06002 -3.69144 2.66371 0.0 0.0 0.1 0.32
H -8.61820 3.47512 2.82613 0.0 0.1 0.1 0.27
C -6.08568 -3.76166 -4.23875 0.1 0.0 0.9 -0.49
H 5.85561 4.66844 2.91931 -0.4 0.3 0.3 0.33
H 4.70625 3.65500 -8.02676 -0.2 0.2 -0.1 0.26
O -7.25022 -3.74529 -6.24885 -0.2 0.0 -0.8 -0.40
C -11.46334 1.57011 -0.19642 -0.8 -0.6 0.9 -1.13
H -3.04308 6.94263 2.51868 -0.2 -0.1 -0.2 0.33
C 0.68044 -6.01681 -6.00950 -0.2 -1.5 -0.7 -0.26
C 5.85006 3.81104 3.59231 -0.6 1.2 0.4 -0.52
C 11.78968 -0.32259 3.11841 -0.2 0.8 -0.1 -1.41
H 8.88396 -1.30545 0.35091 -0.2 -0.3 -0.2 0.30
H 11.39755 -0.51132 4.11776 -0.2 -1.1 -0.2 0.42
C -0.25314 0.54586 -1.72366 -0.1 -1.6 1.3 -0.42
H -5.06033 -2.09946 2.19387 0.0 0.0 -0.4 0.28
H -11.54956 1.02769 0.74509 0.3 -0.3 0.1 0.31
C -0.14442 -6.69627 -3.06917 0.8 -0.1 -0.2 -0.96
C 5.77242 1.42168 3.63728 1.0 1.5 -0.8 -0.37
N 1.52841 -6.62195 -4.98336 0.6 0.2 0.3 0.08
H -0.51774 -6.70619 -7.75206 -0.2 0.3 0.2 0.42
C 3.62087 -5.30126 -5.36436 -0.6 0.5 0.5 -1.29
C 3.64131 1.36570 -7.04111 -0.3 0.7 -1.7 -0.35
C -7.40850 2.76259 -0.60836 -0.9 0.3 -0.9 -1.17
```
Forces are in eV/Å.

Output
* LUMO level: 0.16 eV
* relative energy (zero: lowest compared OMol25 entry of this formula, charge and spin): 3.487 eV
* strongest force on any atom: 2.80 eV Å⁻¹
* SMILES string: CCN(CC)CC.CCN(CC)CC.CCN(CC)CC.CCN(CC)CC.C1CCOC1.C1CCOC1.C1CCOC1.C1CCOC1.C1CCOC1.C1CCOC1.C1CCOC1